{"formula": "C6H17N7", "method": "ωB97M-V/def2-TZVPD", "elements": ["C", "C", "C", "C", "C", "C", "N", "N", "N", "N", "N", "N", "N", "H", "H", "H", "H", "H", "H", "H", "H", "H", "H", "H", "H", "H", "H", "H", "H", "H"], "positions_angstrom": [[-1.67960, -0.72676, -1.49861], [-2.71794, -0.53238, -0.64029], [-2.43610, -0.16073, 0.71718], [-0.26523, -0.87494, 0.32835], [3.13177, 1.17372, 0.32351], [2.03718, 2.06913, 0.34165], [-0.44681, -0.74444, -1.02897], [-1.23785, -0.44943, 1.16149], [-3.36414, 0.51639, 1.51532], [0.84699, -1.42541, 0.80871], [2.48350, -2.36529, -1.04342], [0.89636, 1.66974, 0.79170], [-4.14588, -0.69576, -1.08500], [-1.80761, -0.85420, -2.62625], [3.72150, 1.36456, 1.19818], [2.85868, 0.13742, 0.28147], [3.83561, 1.53158, -0.51264], [2.26155, 3.09459, 0.38054], [3.06405, -1.67177, -1.47509], [0.11914, 2.44936, 0.76817], [-4.35688, 0.27489, 1.51238], [-3.06790, 0.59310, 2.48096], [0.84202, -1.71304, 1.84366], [1.45474, -1.93011, 0.09645], [2.22268, -3.08731, -1.65586], [3.08886, -2.94707, -0.43708], [0.76946, 0.67530, 0.98852], [-4.59727, 0.30412, -1.19007], [-4.73525, -1.30645, -0.40863], [-4.23881, -1.21725, -1.99701]], "forces_ev_per_angstrom": [[0.62, -0.08, -0.94], [-1.83, -0.17, 0.88], [-1.21, -0.41, -0.87], [-2.85, -0.29, -1.77], [2.39, 0.13, -2.44], [-1.00, -0.96, 2.66], [1.60, -0.93, 0.41], [0.62, 0.58, 1.16], [0.60, -0.89, -0.04], [-0.17, -0.15, 2.38], [1.01, -0.92, 2.07], [-1.37, 3.42, -1.35], [-1.38, 0.92, 0.23], [0.12, 0.26, 1.59], [0.41, 0.17, 0.81], [0.00, -0.44, -0.18], [-0.89, -0.96, 0.96], [-0.24, 1.55, -0.93], [0.24, 0.06, -0.56], [1.59, -2.61, 0.63], [0.51, 0.08, -0.44], [0.20, 0.04, -0.02], [-0.12, 0.70, -2.26], [0.04, 0.38, -0.01], [-0.74, -0.53, -1.78], [0.09, 0.83, -0.10], [-0.31, 0.41, 0.06], [0.58, -2.47, 0.15], [1.14, 1.42, -1.10], [0.34, 0.87, 0.83]], "spin_multiplicity": 1, "total_charge": 2, "homo_energy_ev": -15.34}

***

{"formula": "C2H10N2O", "method": "ωB97M-V/def2-TZVPD", "elements": ["C", "C", "N", "N", "H", "H", "H", "H", "H", "H", "H", "H", "H", "H", "O"], "positions_angstrom": [[0.23152, 0.73842, 0.03285], [0.39746, -0.53464, 0.85168], [1.13806, -1.59233, 0.15792], [1.52723, 1.23024, -0.43841], [-0.39234, 0.47915, -0.82790], [-0.38652, 1.43517, 0.60167], [0.86537, -0.27786, 1.79940], [-0.59876, -0.89998, 1.08927], [2.10214, -1.61991, 0.47596], [1.19450, -1.35043, -0.82541], [1.47642, 2.23677, -0.55701], [2.21961, 1.03507, 0.27441], [-3.23164, -0.80253, -1.50897], [-3.51214, -0.05843, -0.14548], [-3.03090, -0.01873, -0.97997]], "forces_ev_per_angstrom": [[-0.36, -0.72, -0.40], [-0.20, 0.19, -0.21], [0.33, 0.13, 0.09], [-0.29, 0.28, 0.24], [0.08, 0.06, -0.12], [0.24, 0.31, 0.22], [0.24, -0.14, 0.19], [-0.19, -0.05, 0.09], [-0.16, -0.03, -0.04], [-0.03, -0.10, -0.03], [0.21, -0.12, -0.07], [0.14, 0.21, 0.02], [-0.13, 0.17, 0.46], [-0.03, -0.31, -0.31], [0.16, 0.14, -0.14]], "spin_multiplicity": 1, "homo_energy_ev": -9.03}

***

{"formula": "C4H9INO", "method": "ωB97M-V/def2-TZVPD", "elements": ["C", "C", "C", "C", "N", "O", "I", "H", "H", "H", "H", "H", "H", "H", "H", "H"], "positions_angstrom": [[-1.80925, -1.06540, -0.02667], [-0.18752, 0.58464, -1.31455], [-0.39620, 0.74990, 1.12576], [-0.54590, -0.22839, -0.01455], [0.57703, -1.32691, 0.12255], [-1.81228, -2.24931, -0.23339], [-3.63418, 0.15042, 0.03470], [0.88988, 0.78776, -1.22546], [-0.78082, 1.61407, -1.40353], [-0.52175, 0.10303, -2.23327], [0.62485, 1.21169, 1.25120], [-0.42503, 0.38236, 2.07270], [-1.14106, 1.54978, 1.17053], [1.44971, -1.04277, -0.40989], [0.38302, -2.27091, -0.30855], [0.86230, -1.64927, 1.11341]], "forces_ev_per_angstrom": [[-1.40, -0.38, -1.12], [-1.99, 1.34, 0.04], [1.29, 1.77, -0.39], [1.52, 0.41, -0.14], [2.10, -1.45, 0.17], [0.02, 1.45, 0.59], [0.83, -0.70, 0.05], [-0.43, 0.11, -0.51], [1.37, -2.17, 0.82], [0.61, -0.43, -0.01], [-0.79, -0.15, -1.25], [-0.77, -2.09, 2.78], [0.16, -0.17, -0.72], [-1.06, -0.01, 1.12], [-0.82, 1.20, 0.12], [-0.63, 1.28, -1.56]], "spin_multiplicity": 1, "total_charge": 1, "homo_energy_ev": -13.64}

***

{"formula": "C5H8O", "method": "ωB97M-V/def2-TZVPD", "elements": ["C", "C", "C", "C", "C", "O", "H", "H", "H", "H", "H", "H", "H", "H"], "positions_angstrom": [[1.28169, 0.64375, -0.93488], [0.15374, 0.77947, 0.07672], [-1.22988, 0.16959, -0.00710], [-0.78398, -1.25064, 0.02923], [-0.03539, -0.35563, 1.12897], [-1.18835, 0.18414, 1.70280], [1.39833, -0.37484, -1.31539], [1.16772, 1.31619, -1.78922], [2.22391, 0.90699, -0.43422], [0.06971, 1.79543, 0.47469], [-2.19473, 0.59165, -0.20823], [-0.07814, -1.64808, -0.70501], [-1.56891, -1.96718, 0.29700], [0.78429, -0.79085, 1.68464]], "forces_ev_per_angstrom": [[-0.11, -0.03, -0.12], [0.09, -0.12, 0.20], [-0.94, 0.64, 0.97], [0.42, 0.12, 0.66], [1.33, -1.15, -0.26], [-0.60, -0.05, -1.87], [-0.06, 0.16, 0.01], [-0.04, -0.05, 0.07], [-0.25, -0.04, -0.10], [0.32, -0.31, 0.28], [-0.36, 0.25, -0.73], [-0.50, 0.34, -0.27], [0.53, 0.16, 0.41], [0.17, 0.10, 0.75]], "spin_multiplicity": 1, "homo_energy_ev": -9.28}